Entry 1:
C4H9NO3 | the ωB97M-V functional and the def2-TZVPD basis

```
17
Properties=species:S:1:pos:R:3:nbo_charge:R:1
H -2.68 0.56 1.70 0.41
C -1.45 -0.84 1.08 0.71
O -1.51 -1.95 1.51 -0.54
O 1.50 -0.02 -0.18 -0.51
C 0.24 0.06 -0.70 0.65
H -1.18 1.08 0.15 0.49
H 2.81 0.60 1.23 0.20
O -0.39 1.21 -0.63 -0.72
H 0.69 -0.16 -2.76 0.24
C 0.15 -0.72 -1.99 -0.66
N -1.90 0.35 1.09 -0.87
H 1.59 1.84 0.77 0.20
H 1.13 0.47 1.81 0.18
H -0.48 -0.73 0.13 0.03
C 1.76 0.78 0.98 -0.26
H 0.60 -1.71 -1.89 0.23
H -0.89 -0.81 -2.29 0.23
```

For the orbital gap, the calculation gives 10.13 eV. The value obtained for the total energy is -11924.645 eV. The maximum force is 0.5 eV Å⁻¹. The calculation puts the lowest unoccupied orbital energy at 0.222 eV.

***

Entry 2:
C4H9NO4 | the ωB97M-V functional and the def2-TZVPD basis

```
18
Properties=species:S:1:pos:R:3:nbo_charge:R:1
H -1.09 -2.68 0.63 0.50
O 0.00 0.52 1.73 -0.71
H 2.72 -0.22 -0.92 0.22
H 2.33 0.30 0.74 0.24
H 0.25 -1.25 -1.74 0.48
N -1.29 1.64 0.14 -0.85
H -2.23 1.42 0.44 0.39
C -1.25 -0.84 0.19 0.79
O 0.04 -0.31 -1.77 -0.75
C -0.43 0.51 0.39 0.28
H 0.89 1.43 -1.05 0.19
H -1.33 1.86 -0.84 0.38
C 0.70 0.44 -0.63 0.08
H -0.07 1.44 2.03 0.49
O -2.46 -0.83 0.30 -0.60
O -0.52 -1.96 0.31 -0.71
H 1.76 -1.25 0.16 0.23
C 1.97 -0.23 -0.13 -0.65
```

For the orbital gap, the calculation gives 10.71 eV. The value obtained for the total energy is -13974.071 eV. The maximum force is 2.7 eV Å⁻¹. As for the SMILES: C[C@@H](O)[C@](N)(O)C(=O)O. The calculation puts the lowest unoccupied orbital energy at 0.679 eV.

***

Entry 3:
C4H9NO6S3 | the ωB97M-V functional and the def2-TZVPD basis

```
23
Properties=species:S:1:pos:R:3:nbo_charge:R:1
O -4.58 0.54 0.63 -0.97
O 4.05 -1.90 0.60 -1.06
S -5.67 -0.73 -0.21 1.68
H 1.96 -1.62 0.76 0.42
C -0.01 -0.96 -0.86 -0.68
C 0.38 -0.34 0.41 0.14
H 2.58 -0.01 2.75 0.16
H 0.34 0.82 0.45 0.20
H -1.95 0.17 2.15 0.19
O -6.36 -1.33 0.92 -1.01
O -6.51 0.24 -0.93 -1.02
N 1.58 -0.69 0.96 -0.60
O 4.21 0.50 -0.25 -1.05
H 2.32 1.24 1.54 0.20
C 2.47 0.12 1.66 -0.41
H -0.99 -0.48 -1.40 0.23
S -3.07 0.62 0.07 1.42
H 0.75 -0.80 -1.60 0.20
S 4.26 -0.42 0.95 1.41
O -2.40 1.94 0.30 -1.02
C -2.18 -0.42 1.25 -0.82
H -2.57 -1.40 1.31 0.17
H -0.17 -1.99 -0.75 0.21
```

For the orbital gap (spin up / spin down), the calculation gives 5.88 / 6.73 eV. The value obtained for the total energy is -50571.302 eV. The maximum force is 3.8 eV Å⁻¹. As for the charge: -2. The calculation puts the lowest unoccupied orbital energy (spin up / spin down) at 5.062 / 5.050 eV.

***

Entry 4:
C4H9NOS | the ωB97M-V functional and the def2-TZVPD basis

```
16
Properties=species:S:1:pos:R:3:mulliken_spin:R:1
N -0.46 -1.67 0.43 -0.01
H -2.98 -0.38 -1.43 0.01
O -2.32 0.47 0.31 0.35
C 0.04 1.72 0.31 0.00
H -0.80 -1.62 -1.62 0.04
C 1.26 2.18 0.01 0.00
H 0.55 -1.36 0.44 0.02
H 1.45 2.78 -0.88 0.00
H 2.06 1.85 0.71 0.00
H -0.94 2.15 0.25 0.00
C -2.24 -0.40 -0.66 -0.03
C -1.11 -1.24 -0.76 0.55
H -0.41 0.79 0.67 0.01
S 2.73 -1.04 0.43 0.03
H -0.48 -2.66 0.63 0.03
H 3.66 -1.56 1.16 0.00
```

For the orbital gap (spin up / spin down), the calculation gives 6.66 / 4.90 eV. The value obtained for the total energy is -18662.885 eV. The maximum force is 5.2 eV Å⁻¹. As for the charge: -1. The spin multiplicity is 2. The calculation puts the lowest unoccupied orbital energy (spin up / spin down) at 3.609 / 1.873 eV.

***

Entry 5:
C4H9NOS | the ωB97M-V functional and the def2-TZVPD basis

```
16
Properties=species:S:1:pos:R:3:nbo_charge:R:1
H -0.24 2.46 -0.48 0.25
N -1.26 -1.15 -0.11 -0.32
S -2.44 1.27 0.06 0.23
C -1.28 -2.39 0.17 -0.22
H 2.79 -1.45 -1.03 0.18
O 1.87 0.42 -0.52 -0.74
C -1.19 2.76 0.13 -0.65
H -1.75 3.60 -0.18 0.21
H -1.11 -2.91 -0.74 0.18
C -1.19 0.07 0.03 -0.07
H 1.46 -1.52 0.06 0.15
H -1.25 -2.93 1.07 0.20
H -1.01 2.82 1.13 0.20
C 2.36 -0.86 -0.25 -0.25
H 1.09 0.55 0.08 0.48
H 3.14 -0.74 0.57 0.16
```

For the orbital gap, the calculation gives 8.61 eV. The value obtained for the total energy is -18662.911 eV. The maximum force is 4.0 eV Å⁻¹. The calculation puts the lowest unoccupied orbital energy at 0.450 eV.

***

Entry 6:
C4H9NOS | the ωB97M-V functional and the def2-TZVPD basis

```
16
Properties=species:S:1:pos:R:3:nbo_charge:R:1
S -1.44 -0.23 -0.16 1.66
H -2.78 -0.56 1.90 0.40
N -2.30 -0.99 1.11 -1.07
C 1.11 -0.16 0.49 -0.13
H 0.87 -1.32 -1.25 0.25
O -1.45 -1.30 -1.13 -0.94
H 2.69 1.04 -0.50 0.22
H 0.96 1.04 -1.20 0.22
H 1.24 -0.14 1.55 0.21
H -1.52 2.06 -0.13 0.21
H -1.93 1.17 -1.71 0.21
H -2.87 -1.67 0.59 0.40
C 1.69 0.55 -0.67 -0.46
C -2.20 1.25 -0.64 -0.94
H 2.43 -1.56 -0.59 0.22
C 1.62 -0.97 -0.61 -0.46
```

For the orbital gap (spin up / spin down), the calculation gives 7.99 / 6.90 eV. The value obtained for the total energy is -18659.979 eV. The maximum force is 3.8 eV Å⁻¹. The calculation puts the lowest unoccupied orbital energy (spin up / spin down) at -0.252 / -1.014 eV.

***

Entry 7:
C4H9NOS | the ωB97M-V functional and the def2-TZVPD basis

```
16
Properties=species:S:1:pos:R:3:nbo_charge:R:1
S -0.15 -0.61 -0.38 2.00
H 2.81 1.60 -0.07 0.21
H -2.34 1.83 0.52 0.20
N -0.73 0.60 0.27 -0.99
O -0.82 -1.14 -1.64 -0.94
H 1.15 -2.26 0.30 0.24
C 0.14 -1.97 0.72 -0.86
H 2.03 -0.35 -1.58 0.22
H -2.67 0.42 -0.67 0.20
H -0.54 -2.81 0.55 0.26
H -1.66 1.66 -1.11 0.18
C 1.47 0.07 -0.79 -0.46
C -1.95 1.08 -0.23 -0.42
H 0.10 -1.78 1.75 0.25
H 1.13 1.50 0.52 0.24
C 1.91 1.06 -0.07 -0.33
```

For the orbital gap, the calculation gives 9.30 eV. The value obtained for the total energy is -18662.577 eV. The maximum force is 4.0 eV Å⁻¹. As for the SMILES: C=C[S@](C)(=O)=NC. The calculation puts the lowest unoccupied orbital energy at 0.789 eV.

***

Entry 8:
C4H9NOS | the ωB97M-V functional and the def2-TZVPD basis

```
16
Properties=species:S:1:pos:R:3:nbo_charge:R:1
H 0.19 1.75 0.18 0.19
H 1.39 -1.76 -0.34 0.20
C -1.60 0.55 -0.34 0.43
S -0.99 0.36 2.67 -0.02
H 0.66 -1.73 -1.87 0.18
N 0.60 0.16 -1.04 -0.65
C 1.29 -1.12 -1.21 -0.41
H 1.25 0.28 1.64 0.23
C 0.25 -0.02 1.38 -0.51
C -0.14 0.71 0.09 -0.15
H -2.18 1.49 -0.47 0.11
H 2.26 -1.00 -1.69 0.19
H 0.28 0.38 -1.97 0.37
H -1.34 1.57 2.20 0.11
O -2.13 -0.52 -0.38 -0.51
H 0.21 -1.09 1.16 0.23
```

For the orbital gap, the calculation gives 9.26 eV. The value obtained for the total energy is -18665.123 eV. The maximum force is 1.9 eV Å⁻¹. As for the SMILES: CN[C@@H](C=O)CS. The calculation puts the lowest unoccupied orbital energy at 0.726 eV.

***

Entry 9:
C4H9NOS | the ωB97M-V functional and the def2-TZVPD basis

```
16
Properties=species:S:1:pos:R:3:nbo_charge:R:1
H -1.79 2.43 -1.79 0.22
S 2.92 -0.98 0.87 0.00
H 0.92 -0.07 -0.79 0.23
C 1.17 -1.16 1.06 -0.55
C 0.48 -0.08 0.22 -0.54
H -2.57 0.33 -0.71 0.38
H 0.93 -2.13 0.61 0.22
H -0.37 2.15 -0.82 0.20
N -1.78 0.89 -0.32 -0.61
H 0.72 -1.14 2.05 0.23
H 3.00 -2.56 1.85 0.14
H 0.73 0.88 0.70 0.24
C -1.13 1.64 -1.43 -0.45
C -1.01 -0.25 0.13 0.69
O -1.64 -1.15 0.63 -0.57
H -0.57 1.18 -2.25 0.19
```

For the orbital gap, the calculation gives 8.73 eV. The value obtained for the total energy is -18664.533 eV. The maximum force is 4.8 eV Å⁻¹. The calculation puts the lowest unoccupied orbital energy at -0.506 eV.

***

Entry 10:
C4H9NOS | the ωB97M-V functional and the def2-TZVPD basis

```
16
Properties=species:S:1:pos:R:3:nbo_charge:R:1
H -2.10 0.24 0.35 0.37
H -1.51 1.80 1.89 0.21
C 0.26 0.53 -1.68 0.45
H 0.15 1.84 1.39 0.19
O 1.40 0.41 -2.05 -0.54
C -0.73 1.19 1.45 -0.42
H -0.38 0.44 2.19 0.17
C -0.36 -0.34 -0.52 -0.17
C 0.75 -1.01 0.30 -0.54
H 1.91 -1.78 -1.67 0.14
H -0.88 -1.10 -1.12 0.23
H -0.49 1.25 -2.02 0.12
S 1.54 -2.39 -0.58 -0.03
H 1.40 -0.25 0.73 0.22
H 0.22 -1.47 1.14 0.23
N -1.18 0.64 0.20 -0.63
```

For the orbital gap, the calculation gives 9.63 eV. The value obtained for the total energy is -18665.610 eV. The maximum force is 2.6 eV Å⁻¹. As for the SMILES: CN[C@@H](C=O)CS. The calculation puts the lowest unoccupied orbital energy at 0.727 eV.

***

Entry 11:
C4H9NOS | the ωB97M-V functional and the def2-TZVPD basis

```
16
Properties=species:S:1:pos:R:3:mulliken_spin:R:1
H -1.15 -0.62 2.32 -0.03
H 1.68 0.29 -1.35 0.05
C 1.19 1.22 -1.05 0.29
H -0.15 0.95 0.80 -0.03
C -1.89 0.52 -0.49 -0.07
H -0.67 2.17 -1.70 0.12
O -1.93 1.54 -1.17 -0.23
H -2.51 -0.38 -0.58 -0.01
H -0.25 -1.47 1.18 0.00
N -1.06 -0.89 1.35 0.03
S 2.14 -1.81 1.12 1.01
C 0.33 1.79 -1.94 0.28
H 0.49 1.87 -3.02 0.04
C -0.95 0.26 0.52 -0.46
H 1.42 1.65 -0.07 0.04
H 2.23 -2.61 2.18 -0.02
```

For the orbital gap (spin up / spin down), the calculation gives 7.10 / 5.38 eV. The value obtained for the total energy is -18651.904 eV. The maximum force is 2.8 eV Å⁻¹. As for the charge: +1. The spin multiplicity is 2. The calculation puts the lowest unoccupied orbital energy (spin up / spin down) at -6.798 / -8.077 eV.

***

Entry 12:
C4H9NOSi | the ωB97M-V functional and the def2-TZVPD basis

```
16
Properties=species:S:1:pos:R:3:nbo_charge:R:1
C 1.65 -0.05 -0.67 -0.62
H -0.56 -2.00 -1.29 -0.16
H 1.84 -1.08 -0.63 0.21
H 0.17 2.18 -0.73 0.23
C 0.68 0.35 0.45 -0.03
H 0.32 2.47 1.07 0.23
N -0.70 -0.22 0.32 -0.82
H -2.73 -1.73 0.35 -0.13
H -0.79 -2.88 1.10 -0.17
Si -1.25 -1.85 0.13 1.04
H 1.10 0.18 1.45 0.19
H 1.19 0.26 -1.66 0.22
O -2.43 1.26 0.04 -0.60
H 2.73 0.43 -0.56 0.22
C 0.07 1.74 0.31 -0.51
C -1.29 0.95 0.33 0.70
```

For the orbital gap, the calculation gives 10.34 eV. The value obtained for the total energy is -15708.247 eV. The maximum force is 4.2 eV Å⁻¹. As for the SMILES: C[C@H]1CC(=O)N1[SiH3]. The calculation puts the lowest unoccupied orbital energy at 0.752 eV.

***

Entry 13:
C4H9NP | the ωB97M-V functional and the def2-TZVPD basis

```
15
Properties=species:S:1:pos:R:3:nbo_charge:R:1
C -0.10 -1.55 -0.02 -0.49
C 0.92 0.91 -0.47 -0.25
H -2.87 1.08 -0.88 0.05
H 0.40 -2.19 -0.86 0.28
C 0.74 -0.39 0.32 -0.06
H -2.05 0.91 1.29 -0.02
P -1.69 0.65 -0.08 0.91
H 0.27 1.28 1.49 0.44
C -1.40 -0.96 -0.42 -0.58
H 1.69 -0.75 0.87 0.28
H -0.07 -2.33 0.77 0.27
N 0.04 0.89 0.65 -0.60
H 1.84 1.52 -0.53 0.27
H -2.05 -1.62 -1.03 0.29
H 0.26 1.01 -1.49 0.23
```

For the orbital gap, the calculation gives 7.80 eV. The value obtained for the total energy is -15061.408 eV. The maximum force is 3.7 eV Å⁻¹. As for the charge: +1. As for the SMILES: C1=[PH2][N@@H+]2C[C@@H]2C1. The calculation puts the lowest unoccupied orbital energy at -5.263 eV.

***

Entry 14:
C4H9NS | the ωB97M-V functional and the def2-TZVPD basis

```
15
Properties=species:S:1:pos:R:3:nbo_charge:R:1
H 2.33 -0.76 -0.12 0.21
H -5.02 -1.67 0.24 0.14
H -0.07 -0.94 -2.70 0.18
C 0.74 1.99 0.40 -0.37
H 0.32 2.80 -0.24 0.21
H -4.61 -0.85 1.83 0.14
H 1.05 2.21 1.42 0.20
C 1.96 -0.10 0.65 -0.67
C 1.00 0.83 -0.11 0.12
H 2.88 0.47 1.07 0.22
C 0.50 -0.84 -1.76 -0.06
H 1.05 -1.74 -1.42 0.16
N 0.39 0.35 -1.28 -0.42
S -3.93 -1.08 0.72 -0.27
H 1.40 -0.68 1.31 0.22
```

For the orbital gap, the calculation gives 9.75 eV. The value obtained for the total energy is -16617.070 eV. The maximum force is 2.9 eV Å⁻¹. As for the SMILES: C=NC(=C)C.S. The calculation puts the lowest unoccupied orbital energy at 0.652 eV.

***

Entry 15:
C4H9NS | the ωB97M-V functional and the def2-TZVPD basis

```
15
Properties=species:S:1:pos:R:3:nbo_charge:R:1
H 0.99 -0.16 -1.44 0.21
C 0.37 1.19 1.46 -0.43
C -1.03 -0.12 -0.08 0.15
H -1.34 -0.84 -2.14 0.24
H -0.62 1.20 2.03 0.26
H 1.05 0.70 2.17 0.19
C 1.33 -0.08 -0.41 -0.40
H 2.05 0.76 -0.38 0.21
H -0.20 -1.74 -1.29 0.21
S -2.45 0.52 0.49 -0.20
H 1.76 -0.99 -0.06 0.20
N 0.18 0.31 0.32 -0.40
H -1.87 -1.74 -0.74 0.26
H 0.83 2.15 1.24 0.21
C -1.04 -1.15 -1.17 -0.70
```

For the orbital gap, the calculation gives 8.81 eV. The value obtained for the total energy is -16618.515 eV. The maximum force is 3.6 eV Å⁻¹. As for the SMILES: CC(=S)N(C)C. The calculation puts the lowest unoccupied orbital energy at 0.755 eV.